1.
Here is a cluster of 3 separate species, C13H30ClNO in total from the Open Molecules 2025 dataset. Energies are from ωB97M-V/def2-TZVPD.

Calculated values
Multiplicity ... 1
HOMO ... -7.4 eV
Relative energy (zero: lowest compared OMol25 entry of this formula, charge and spin) ... 0.716 eV

Element x y z (Å)
C (-0.54800, 34.99300, 43.74800)
C (-0.61600, 35.42000, 45.22800)
C (0.63600, 36.46800, 45.66700)
C (-0.02800, 37.79600, 45.16600)
N (0.76900, 39.04200, 45.43400)
C (2.18000, 38.83800, 44.91500)
C (3.13500, 38.46100, 45.99100)
C (2.60900, 39.21100, 47.15500)
C (1.05900, 39.29000, 46.88100)
C (0.25800, 40.23900, 44.73800)
C (-1.22200, 40.65600, 44.99600)
C (-1.65100, 42.08200, 44.32200)
H (-1.36400, 34.44300, 43.37600)
H (0.37500, 34.65900, 43.47000)
H (-0.58700, 36.07100, 43.19600)
H (-0.47800, 34.58700, 45.79900)
H (-1.64500, 35.73100, 45.61300)
H (1.52900, 36.28000, 45.13800)
H (0.72900, 36.48800, 46.71200)
H (-1.01600, 37.87800, 45.53800)
H (-0.18500, 37.76400, 43.95200)
H (2.56500, 39.77200, 44.28000)
H (2.04600, 38.10000, 44.11900)
H (4.28000, 38.53700, 45.59600)
H (2.93000, 37.46200, 46.03200)
H (3.15200, 40.28500, 47.06000)
H (2.96200, 38.56900, 47.93600)
H (0.64400, 40.25000, 47.22500)
H (0.48500, 38.59600, 47.57400)
H (0.35400, 40.22700, 43.41900)
H (1.00000, 41.16500, 44.90400)
H (-1.50300, 40.43900, 46.10000)
H (-2.04100, 40.05000, 44.59200)
H (-0.77400, 42.77200, 44.37400)
H (-2.60100, 42.36600, 44.94600)
H (-1.91400, 41.71200, 43.29800)
Cl (0.86100, 43.28300, 47.02400)
C (-1.73600, 41.75900, 50.93200)
C (-0.93800, 42.12400, 49.70100)
O (0.15200, 42.98700, 49.94500)
H (-2.24900, 42.49600, 51.52800)
H (-1.31400, 41.09200, 51.83600)
H (-2.61800, 41.14800, 50.41100)
H (-1.63700, 42.41400, 48.86300)
H (-0.23400, 41.13200, 49.28800)
H (0.33500, 43.20600, 49.09800)

These are the Löwdin partial charges, in e, on atoms 1 to 8:
1. C -0.084
2. C -0.195
3. C -0.086
4. C -0.139
5. N -0.239
6. C -0.167
7. C -0.219
8. C -0.121


2.
Here is a structure of composition C5H11MgO4 from the Open Molecules 2025 dataset. Energies are from ωB97M-V/def2-TZVPD.

Calculated values
Multiplicity ... 2
HOMO (alpha / beta) ... -7.9 / -8.1 eV
Expectation value of S² ... 1.0255
Relative energy (zero: lowest compared OMol25 entry of this formula, charge and spin) ... 8.295 eV

Element x y z (Å)
O (1.06170, 0.32488, -2.17602)
Mg (1.02161, -0.93112, -0.67362)
O (0.11294, -2.32913, 0.26216)
C (-1.25168, -2.35999, 0.01472)
C (-1.80732, -0.97447, -0.30310)
O (-0.97984, -0.42598, -1.31974)
C (-0.62417, 0.96365, -1.54678)
C (0.43494, 1.72671, 0.52680)
O (1.34454, 0.67700, 0.59938)
C (2.41332, 0.76413, 1.53413)
H (-1.82460, -2.74673, 0.88102)
H (-1.47877, -3.01729, -0.85156)
H (-1.74097, -0.32303, 0.58340)
H (-2.85224, -1.00063, -0.64758)
H (-0.58877, 2.00617, -1.93352)
H (-1.64336, 1.17120, -1.93737)
H (-0.46150, 1.43582, 1.08158)
H (0.87936, 2.72040, 0.63157)
H (3.17236, 0.03449, 1.22735)
H (2.79102, 1.79353, 1.52446)
H (2.02144, 0.49040, 2.52271)

These are the Löwdin partial charges, in e, on atoms 1 to 8:
1. O -0.423
2. Mg 0.832
3. O -0.329
4. C -0.352
5. C -0.187
6. O -0.231
7. C -0.131
8. C 0.000


3.
Here is a structure of composition C20H22Br2MnN10O3S from the Open Molecules 2025 dataset. Energies are from ωB97M-V/def2-TZVPD.

Calculated values
Multiplicity ... 6
HOMO (alpha / beta) ... -7.4 / -7.5 eV
Expectation value of S² ... 8.7539
Relative energy (zero: lowest compared OMol25 entry of this formula, charge and spin) ... 0.096 eV

Element x y z (Å)
Mn (-0.87085, 0.91251, 0.62280)
C (0.50042, -3.72413, 2.69472)
C (-0.77879, -3.48228, 3.48750)
N (-1.04558, -2.07327, 3.71380)
C (-1.46327, -1.23728, 2.73559)
S (-1.43252, 0.46772, 3.08842)
N (-1.89274, -1.80283, 1.62264)
N (-2.18317, -0.87006, 0.68498)
C (-2.98317, -1.11579, -0.27834)
C (-3.69218, -2.41498, -0.48761)
C (-3.21571, 0.03748, -1.18377)
C (-4.12879, -0.02996, -2.22875)
C (-4.36192, 1.09865, -2.99865)
C (-3.67504, 2.26414, -2.71368)
C (-2.76012, 2.24594, -1.67188)
N (-2.53628, 1.17163, -0.92509)
H (0.66354, -4.79302, 2.54661)
H (1.36538, -3.31558, 3.22094)
H (0.43092, -3.24774, 1.71675)
H (-0.72136, -3.96228, 4.46557)
H (-1.63175, -3.90862, 2.96074)
H (-0.65776, -1.62283, 4.52387)
H (-3.37763, -3.11707, 0.27896)
H (-3.45662, -2.83171, -1.46932)
H (-4.77519, -2.28588, -0.42888)
H (-4.65549, -0.95209, -2.42626)
H (-5.07739, 1.06417, -3.81036)
H (-3.82547, 3.16798, -3.28654)
H (-2.16653, 3.11843, -1.43489)
N (-0.07547, 1.74577, -3.07547)
N (1.22503, 2.11142, -2.69832)
C (1.41741, 2.68134, -1.48954)
N (2.68417, 2.93504, -1.14627)
N (0.33586, 2.85618, -0.72782)
N (0.48675, 3.48861, 0.46223)
O (-0.38918, 3.20305, 1.28024)
O (1.38658, 4.27911, 0.70292)
H (-0.27485, 0.82274, -2.68529)
H (-0.09923, 1.71738, -4.08559)
H (1.98061, 1.51263, -3.01337)
H (3.42150, 2.78639, -1.81210)
H (2.85125, 3.49143, -0.32414)
Br (1.42665, -1.52973, -3.45876)
C (2.22144, -1.00731, -1.81751)
C (3.59545, -1.23716, -1.63807)
C (4.22174, -0.85517, -0.48724)
Br (6.08004, -1.18884, -0.29145)
C (3.49500, -0.20525, 0.54293)
C (4.05067, 0.26028, 1.75528)
C (3.26020, 0.90846, 2.66194)
C (1.89973, 1.10254, 2.36761)
N (1.35529, 0.67776, 1.25228)
C (2.11785, 0.01949, 0.34430)
C (1.41544, -0.40722, -0.85343)
O (0.15868, -0.18180, -0.97205)
H (4.15420, -1.72633, -2.42409)
H (5.10182, 0.09949, 1.95323)
H (3.66396, 1.27346, 3.59582)
H (1.23647, 1.60498, 3.06183)

These are the Löwdin partial charges, in e, on atoms 1 to 8:
1. Mn 0.729
2. C -0.091
3. C -0.256
4. N -0.035
5. C -0.820
6. S 0.586
7. N 0.015
8. N -0.077


4.
Here is a structure of composition C4H9NO2 from the Open Molecules 2025 dataset. Energies are from ωB97M-V/def2-TZVPD.

Calculated values
Multiplicity ... 1
HOMO ... -8.8 eV
Relative energy (zero: lowest compared OMol25 entry of this formula, charge and spin) ... 5.184 eV

Element x y z (Å)
C (1.94721, 1.67292, -0.46656)
O (0.70430, 1.01001, -0.37854)
C (0.84779, -0.37031, -0.20019)
C (-0.39026, -0.93664, 0.43568)
N (-1.25807, -0.20248, 1.13580)
C (-2.43028, -0.93046, 0.23006)
O (-3.09934, -1.80747, 0.74929)
H (2.49909, 1.59963, 0.48256)
H (2.57211, 1.25731, -1.26997)
H (1.74089, 2.72258, -0.68267)
H (1.67697, -0.59656, 0.49457)
H (1.06928, -0.88493, -1.14788)
H (-0.36844, -2.00193, 0.66779)
H (-1.58645, -1.29343, -0.66503)
H (-1.14948, 0.78884, 0.91876)
H (-2.77533, -0.02708, -0.30367)

These are the Löwdin partial charges, in e, on atoms 1 to 8:
1. C -0.098
2. O -0.190
3. C -0.201
4. C -0.173
5. N 0.048
6. C -0.464
7. O -0.031
8. H 0.095


5.
Here is the ion C4H9N2 with charge +1 from the Open Molecules 2025 dataset. Energies are from ωB97M-V/def2-TZVPD.

Calculated values
Multiplicity ... 1
HOMO ... -15.0 eV
Relative energy (zero: lowest compared OMol25 entry of this formula, charge and spin) ... 3.303 eV
Charge ... +1
SMILES ... [H]/N=C/C[NH+]1CC1

Element x y z (Å)
H (3.07682, -1.39081, 0.10846)
N (2.12926, -0.94794, 0.06320)
C (2.13542, 0.28190, -0.00669)
C (0.54846, 0.90661, -0.12752)
N (-0.32749, -0.12416, 0.21250)
C (-1.71145, -0.09140, 0.70239)
C (-1.40498, -0.65919, -0.63438)
H (2.90984, 1.04117, 0.08778)
H (0.54729, 1.56194, 0.67955)
H (0.34264, 1.37810, -1.00762)
H (0.20760, -0.95901, 0.58614)
H (-2.14330, 0.89736, 0.51615)
H (-1.95310, -0.79843, 1.56534)
H (-1.35763, -1.72641, -0.93602)
H (-1.48904, -0.22593, -1.58659)

These are the Löwdin partial charges, in e, on atoms 1 to 8:
1. H 0.114
2. N 0.093
3. C -0.098
4. C -0.063
5. N -0.124
6. C 0.018
7. C -0.031
8. H 0.125


6.
Here is a cluster of 5 separate species, C54H61ClFI2N3O11 in total from the Open Molecules 2025 dataset. Energies are from ωB97M-V/def2-TZVPD.

Calculated values
Multiplicity ... 1
HOMO ... -8.5 eV
SMILES ... CC[C@H](F)c1cc(CCCCCCCOC)c2nc(OCCNC[C@H](C)O)c(C[C@@H](C)Cl)nc2c1/C(I)=C(/C)I.O=C1C=CC(=O)C=C1.O=C1C=CC(=O)C=C1.O=C1C=CC(=O)C=C1.O=C1C=CC(=O)C=C1

Element x y z (Å)
C (-0.23903, 6.35289, 0.68603)
C (0.13219, 5.52858, 1.93045)
C (-1.09847, 5.00936, 2.69435)
F (-1.00610, 5.34736, 4.03332)
C (-1.19462, 3.51347, 2.58446)
C (-0.16168, 2.75112, 3.18992)
C (-0.12641, 1.38547, 3.11091)
C (0.93452, 0.50671, 3.73079)
C (2.18785, 1.20356, 4.27249)
C (3.46766, 0.44884, 3.80115)
C (4.19298, 1.22626, 2.68369)
C (4.82162, 0.26989, 1.65135)
C (5.37161, 1.06407, 0.44924)
C (5.29809, 0.19639, -0.81029)
O (3.94910, 0.05872, -1.22879)
C (3.56114, 1.11564, -2.08957)
C (-1.17513, 0.72938, 2.40471)
N (-1.12120, -0.62834, 2.29280)
C (-2.05810, -1.19551, 1.60157)
O (-1.96604, -2.54208, 1.41111)
C (-1.07550, -2.83473, 0.30183)
C (0.36773, -2.92977, 0.76929)
N (1.19973, -3.63648, -0.20315)
C (2.20533, -4.51618, 0.39376)
C (3.05959, -3.90166, 1.51476)
C (4.52427, -4.34246, 1.43390)
O (2.54611, -4.36794, 2.78833)
C (-3.13291, -0.46669, 1.02118)
C (-4.19693, -1.18884, 0.22954)
C (-5.35895, -1.74401, 1.04741)
C (-5.02274, -2.94797, 1.89175)
Cl (-6.02097, -0.46638, 2.12667)
N (-3.22272, 0.83098, 1.12429)
C (-2.21325, 1.44260, 1.81114)
C (-2.20843, 2.86653, 1.91789)
C (-3.31536, 3.61113, 1.28386)
I (-4.82069, 4.28321, 2.61083)
C (-3.44779, 3.82939, -0.01311)
C (-4.57615, 4.51655, -0.69961)
I (-1.94778, 3.13030, -1.32777)
H (-0.12458, 7.41658, 0.86463)
H (-1.24070, 6.13169, 0.33026)
H (0.43665, 6.09807, -0.12600)
H (0.72214, 4.68545, 1.58637)
H (0.77797, 6.09988, 2.59123)
H (-1.97539, 5.46805, 2.25201)
H (0.59488, 3.30156, 3.72321)
H (1.20487, -0.24266, 2.99516)
H (0.46313, -0.04708, 4.54083)
H (2.19970, 1.17943, 5.35624)
H (2.28794, 2.22119, 3.92241)
H (4.13165, 0.24292, 4.63606)
H (3.19724, -0.50913, 3.36252)
H (3.45647, 1.80915, 2.13693)
H (4.94731, 1.87478, 3.12350)
H (4.00691, -0.36540, 1.31364)
H (5.61294, -0.27955, 2.15643)
H (6.39033, 1.35047, 0.69953)
H (4.74221, 1.93882, 0.34190)
H (5.64584, -0.79873, -0.55140)
H (5.91042, 0.63546, -1.60054)
H (3.64819, 2.08865, -1.60839)
H (2.52753, 0.94685, -2.37563)
H (4.17209, 1.08171, -2.99386)
H (-1.39578, -3.73900, -0.20056)
H (-1.15320, -2.00008, -0.39634)
H (0.74303, -1.91733, 0.91468)
H (0.36023, -3.40967, 1.74420)
H (1.63864, -2.95093, -0.80020)
H (1.69165, -5.39345, 0.76893)
H (2.88037, -4.80316, -0.40777)
H (3.01686, -2.81522, 1.50320)
H (4.86281, -4.55210, 2.44200)
H (5.13657, -3.52442, 1.06337)
H (4.65125, -5.24513, 0.84624)
H (2.14706, -3.62718, 3.24883)
H (-4.52789, -0.49285, -0.53260)
H (-3.68476, -2.00138, -0.27491)
H (-6.14162, -2.03073, 0.35351)
H (-5.91427, -3.33567, 2.36764)
H (-4.61896, -3.75992, 1.29223)
H (-4.26418, -2.71485, 2.62946)
H (-4.96182, 5.33820, -0.10695)
H (-5.37692, 3.79439, -0.84982)
H (-4.28723, 4.89107, -1.67455)
O (10.68606, 4.75549, -2.96810)
C (9.57887, 4.59369, -2.50306)
C (9.30747, 4.84080, -1.06194)
C (8.09408, 4.66198, -0.54710)
C (6.96270, 4.20994, -1.39419)
O (5.85175, 4.04535, -0.93583)
C (7.23141, 3.96000, -2.82994)
C (8.44440, 4.13907, -3.34543)
H (10.14869, 5.17109, -0.46596)
H (7.87345, 4.83582, 0.49867)
H (6.39017, 3.62910, -3.42343)
H (8.66173, 3.96366, -4.39137)
O (-6.81769, -5.66996, 1.46106)
C (-7.66648, -6.06094, 2.23395)
C (-7.33754, -6.35704, 3.65043)
C (-8.26739, -6.78654, 4.49882)
C (-9.67378, -6.98657, 4.06528)
O (-10.52066, -7.37632, 4.83809)
C (-10.00182, -6.68937, 2.64746)
C (-9.07164, -6.25972, 1.79966)
H (-6.30726, -6.20348, 3.94564)
H (-8.04992, -7.00893, 5.53560)
H (-11.03187, -6.84194, 2.35188)
H (-9.28889, -6.03631, 0.76288)
O (-3.38425, -1.57449, -2.79850)
C (-4.30107, -2.20844, -3.27543)
C (-5.00982, -1.74168, -4.49276)
C (-6.02037, -2.43445, -5.01053)
C (-6.48223, -3.70401, -4.39323)
O (-7.40202, -4.33470, -4.86543)
C (-5.77296, -4.17079, -3.17441)
C (-4.76203, -3.47824, -2.65775)
H (-4.65797, -0.81411, -4.92610)
H (-6.55169, -2.11245, -5.89697)
H (-6.12504, -5.09722, -2.73870)
H (-4.23212, -3.80237, -1.77047)
O (1.09171, 1.28531, -7.63514)
C (2.03483, 1.81786, -7.09460)
C (1.84096, 2.83023, -6.02489)
C (2.87862, 3.41579, -5.43373)
C (4.27193, 3.08041, -5.81680)
O (5.21628, 3.61337, -5.27089)
C (4.46828, 2.06980, -6.88423)
C (3.43149, 1.48387, -7.47635)
H (0.81632, 3.05877, -5.76053)
H (2.76144, 4.15589, -4.65206)
H (5.49336, 1.84142, -7.14692)
H (3.55032, 0.74327, -8.25677)

These are the Löwdin partial charges, in e, on atoms 1 to 8:
1. C -0.088
2. C -0.161
3. C -0.303
4. F 0.002
5. C -0.122
6. C 0.043
7. C -0.114
8. C -0.133


| no. | molecular weight (g mol⁻¹) | strongest force on any atom (eV/A) | calculated total energy (a.u.) |
| --- | --- | --- | --- |
| 1 | 251.8 | 6.22 | -1103.2499 |
| 2 | 159.4 | 2.84 | -697.8378 |
| 3 | 697.3 | 0.12 | -8245.8521 |
| 4 | 103.1 | 0.30 | -362.8950 |
| 5 | 85.1 | 4.89 | -266.9779 |
| 6 | 1236.4 | 1.44 | -4241.4619 |